{"formula": "C42H44Br2N2OPdSiTe", "method": "ωB97M-V/def2-TZVPD", "elements": ["Pd", "Br", "C", "C", "C", "N", "C", "C", "C", "C", "C", "Br", "C", "C", "N", "H", "H", "H", "H", "H", "H", "C", "C", "C", "C", "H", "H", "H", "H", "H", "H", "H", "H", "H", "C", "C", "C", "C", "Si", "O", "C", "C", "C", "C", "C", "C", "C", "C", "C", "C", "C", "C", "H", "H", "H", "H", "H", "H", "H", "H", "H", "H", "H", "H", "H", "H", "H", "H", "H", "H", "H", "Te", "C", "C", "C", "C", "C", "C", "C", "C", "C", "C", "C", "C", "H", "H", "H", "H", "H", "H", "H", "H", "H", "H"], "coordinates": [[-15.404, -10.938, -9.831], [-18.011, -17.050, -9.084], [-17.267, -15.268, -8.925], [-15.894, -15.164, -8.743], [-15.371, -13.879, -8.707], [-16.150, -12.795, -8.832], [-17.491, -12.909, -8.969], [-18.097, -14.172, -9.054], [-18.239, -11.625, -9.096], [-19.592, -11.474, -8.728], [-20.238, -10.284, -8.958], [-22.059, -10.145, -8.673], [-19.490, -9.123, -9.265], [-18.154, -9.347, -9.483], [-17.523, -10.532, -9.399], [-15.294, -16.068, -8.695], [-14.308, -13.722, -8.542], [-19.140, -14.301, -9.161], [-20.175, -12.344, -8.411], [-19.905, -8.167, -9.386], [-17.557, -8.547, -9.902], [-11.859, -11.674, -8.227], [-12.557, -10.842, -7.196], [-11.523, -10.635, -6.065], [-13.761, -11.568, -6.731], [-10.964, -11.232, -8.638], [-12.523, -11.943, -9.126], [-11.608, -12.613, -7.753], [-12.877, -9.895, -7.582], [-11.360, -11.591, -5.605], [-11.857, -10.015, -5.219], [-10.548, -10.271, -6.411], [-14.668, -11.086, -6.441], [-13.750, -12.674, -6.735], [-13.207, -15.166, -13.983], [-12.979, -14.055, -13.040], [-11.998, -13.011, -13.524], [-13.039, -14.433, -11.597], [-15.212, -12.769, -12.949], [-15.115, -12.120, -11.526], [-14.806, -11.632, -14.365], [-14.623, -10.267, -14.118], [-14.417, -9.373, -15.139], [-14.432, -9.828, -16.453], [-14.512, -11.221, -16.729], [-14.700, -12.088, -15.646], [-16.429, -14.158, -13.240], [-16.736, -15.141, -12.300], [-17.708, -16.075, -12.625], [-18.312, -16.056, -13.890], [-18.035, -15.059, -14.809], [-17.119, -14.089, -14.464], [-12.215, -15.496, -14.273], [-13.806, -14.882, -14.872], [-13.628, -16.046, -13.497], [-10.957, -13.317, -13.387], [-12.038, -12.052, -13.009], [-12.099, -12.850, -14.569], [-12.193, -15.004, -11.260], [-13.908, -15.094, -11.411], [-13.049, -13.598, -10.884], [-14.853, -9.932, -13.150], [-14.471, -8.316, -14.876], [-14.382, -9.093, -17.241], [-14.455, -11.612, -17.685], [-14.794, -13.128, -15.884], [-16.237, -15.132, -11.355], [-17.898, -16.860, -11.911], [-19.035, -16.861, -14.068], [-18.533, -14.976, -15.790], [-16.830, -13.317, -15.182], [-14.782, -8.539, -10.705], [-12.644, -8.583, -10.557], [-11.896, -9.502, -11.314], [-10.517, -9.433, -11.289], [-9.893, -8.467, -10.499], [-10.614, -7.573, -9.735], [-12.030, -7.610, -9.796], [-15.271, -7.664, -8.940], [-15.114, -8.241, -7.687], [-15.331, -7.523, -6.509], [-15.652, -6.195, -6.609], [-15.801, -5.613, -7.860], [-15.668, -6.340, -9.024], [-12.344, -10.294, -11.926], [-9.894, -10.129, -11.827], [-8.819, -8.481, -10.350], [-10.193, -6.836, -9.110], [-12.590, -6.924, -9.179], [-14.824, -9.256, -7.651], [-15.235, -8.069, -5.564], [-15.811, -5.583, -5.773], [-16.008, -4.557, -7.965], [-15.738, -5.883, -9.988]], "forces_ev_per_a": [[-0.2, -0.3, 0.3], [0.3, 1.0, 0.2], [-0.3, -1.4, -0.2], [-0.3, 0.2, -0.1], [-0.5, -0.2, 0.1], [-0.2, -0.1, -0.1], [0.5, -0.7, -0.3], [1.2, 0.9, 0.6], [-0.5, 0.6, 1.3], [0.5, -1.6, -1.0], [0.4, 1.5, 0.7], [-0.4, 0.0, 0.0], [0.3, -2.6, 0.1], [0.6, 0.3, -0.8], [-0.4, -0.2, -0.6], [0.1, 0.3, 0.2], [-0.2, 0.1, -0.2], [-0.9, 0.0, -0.2], [0.3, 0.3, -0.1], [-0.6, 1.0, -0.1], [0.0, 0.1, 0.4], [-1.0, -0.8, -2.0], [0.3, 0.0, 0.8], [-0.2, 0.4, 0.7], [0.1, -1.1, -0.3], [0.3, 0.2, 0.0], [0.7, 0.4, 1.1], [0.3, -0.4, 0.0], [0.1, 0.8, -0.4], [0.3, -0.7, 0.2], [-0.1, 0.1, -0.5], [-0.4, 0.1, -0.1], [-0.4, 0.3, 0.3], [0.0, 0.8, 0.2], [-0.4, -0.5, -0.3], [0.3, 0.7, 0.5], [0.0, 0.0, 1.0], [-0.9, 0.3, 0.7], [0.0, 0.0, -0.1], [0.0, 0.0, 0.1], [0.0, -0.1, 1.3], [-0.5, -1.0, -0.5], [-0.8, 0.3, 0.0], [0.3, -1.0, -0.3], [-0.1, 1.9, 2.8], [0.3, 0.2, -1.9], [0.5, 1.1, -0.3], [-0.4, 0.3, -0.9], [0.6, 0.0, -0.3], [-0.6, -0.7, 0.7], [-0.6, 0.1, -0.5], [1.0, 0.1, 0.0], [0.3, 0.0, -0.6], [0.5, -0.3, 0.3], [-0.4, 0.2, -0.1], [0.0, -0.5, 0.2], [-0.4, 0.0, 0.1], [-0.2, 0.3, -0.9], [0.9, -0.6, -0.3], [0.3, 0.4, 0.0], [-0.2, 0.1, -0.4], [0.2, 0.5, 1.2], [0.4, -0.2, -0.4], [0.1, -0.1, -0.3], [0.0, -0.5, -1.8], [0.0, -0.5, 0.0], [0.2, -0.2, 0.4], [-0.3, -0.1, -0.1], [0.3, 0.5, -0.3], [0.2, -0.3, 0.7], [-0.4, -0.2, 0.2], [0.8, -0.8, -1.1], [-0.2, -0.1, -0.3], [-0.3, -0.2, -0.2], [0.1, 0.5, 0.6], [0.5, -0.2, 0.6], [-2.0, -0.6, -0.9], [1.0, -0.2, 0.2], [0.0, 0.7, 1.1], [-0.3, 0.4, -0.1], [0.2, -1.3, -0.2], [-0.1, 0.1, -1.0], [-0.3, 0.6, -0.3], [0.6, -0.1, 0.3], [-0.2, 0.5, 0.3], [-0.1, -0.2, -0.2], [0.0, 0.0, -0.4], [0.8, 0.6, 0.5], [-0.2, 0.1, -0.1], [0.3, -1.0, 0.3], [0.0, 0.5, -0.3], [-0.1, 0.6, 1.2], [-0.1, 0.1, 0.2], [-0.2, 0.4, -0.4]], "lowdin_spin": [1.41, 0.00, 0.00, 0.00, 0.01, 0.05, 0.01, 0.00, 0.01, 0.01, 0.00, 0.00, 0.00, 0.01, 0.13, 0.00, 0.00, 0.00, 0.00, 0.00, 0.00, 0.02, 0.10, 0.05, 0.69, 0.00, 0.01, 0.00, 0.01, 0.00, 0.00, 0.01, 0.05, 0.04, 0.07, 0.44, 0.06, 0.08, 0.13, 0.16, 0.03, 0.01, 0.00, 0.01, 0.00, 0.01, 0.02, 0.00, 0.00, 0.01, 0.00, 0.01, 0.02, 0.01, 0.00, 0.02, 0.01, 0.00, 0.03, 0.01, 0.01, 0.00, 0.00, 0.00, 0.00, 0.00, 0.00, 0.00, 0.00, 0.00, 0.00, 0.12, 0.01, 0.01, 0.00, 0.01, 0.00, 0.01, 0.02, 0.02, 0.00, 0.00, 0.00, 0.01, 0.00, 0.00, 0.00, 0.00, 0.00, 0.01, 0.00, 0.00, 0.00, 0.00], "s_squared": 6.012, "total_charge": 2, "energy_ha": -7644.3848, "lumo_ev": [-5.8, -7.4], "relative_energy_ev": 0.000, "homo_ev": [-12.7, -13.9], "max_force_ev_per_a": 3.348, "spin_multiplicity": 5}

{"formula": "C11H22N2O4Rh", "method": "ωB97M-V/def2-TZVPD", "elements": ["Rh", "C", "N", "C", "C", "O", "C", "O", "C", "C", "O", "N", "C", "C", "H", "H", "H", "H", "H", "H", "H", "H", "H", "H", "H", "H", "H", "H", "H", "H", "C", "O", "C", "C", "H", "H", "H", "H", "H", "H"], "coordinates": [[0.110, 0.681, 1.600], [2.686, -2.670, -1.920], [2.641, -1.358, -1.294], [3.918, -0.661, -1.208], [1.566, -0.846, -0.687], [1.599, 0.243, -0.104], [0.272, -1.657, -0.744], [-0.781, -1.005, -0.068], [-1.823, -0.476, -0.864], [-1.891, 1.052, -0.772], [-1.209, 1.674, 0.055], [-2.726, 1.684, -1.600], [-2.874, 3.131, -1.481], [-3.712, 1.018, -2.438], [3.261, -2.600, -2.842], [1.696, -3.035, -2.174], [3.173, -3.395, -1.264], [4.383, -0.646, -2.193], [4.583, -1.176, -0.512], [3.755, 0.354, -0.866], [0.426, -2.630, -0.272], [0.004, -1.836, -1.789], [-2.770, -0.890, -0.508], [-1.695, -0.780, -1.905], [-1.958, 3.559, -1.090], [-3.699, 3.381, -0.811], [-3.081, 3.541, -2.467], [-3.435, -0.008, -2.657], [-3.790, 1.552, -3.383], [-4.693, 1.020, -1.956], [0.994, 2.051, 4.075], [0.730, 0.662, 4.315], [0.400, -0.047, 3.249], [0.207, -1.495, 3.580], [1.909, 2.305, 4.604], [0.163, 2.641, 4.454], [1.135, 2.246, 3.001], [0.102, -1.648, 4.653], [1.085, -2.043, 3.228], [-0.660, -1.896, 3.055]], "forces_ev_per_a": [[-0.6, 0.5, -0.2], [0.0, 0.0, 0.0], [0.0, 0.1, 0.0], [0.0, 0.0, 0.0], [0.1, 0.1, 0.0], [0.0, -0.1, 0.1], [0.0, -0.1, 0.0], [-0.1, -0.1, 0.0], [0.0, 0.1, 0.0], [0.0, 0.0, 0.1], [0.2, -0.3, -0.1], [0.0, 0.0, 0.1], [0.0, 0.0, 0.0], [0.0, 0.0, 0.0], [0.0, 0.0, 0.0], [0.0, 0.0, 0.0], [0.0, 0.0, 0.0], [0.0, 0.0, 0.0], [0.0, 0.0, 0.0], [0.0, 0.0, 0.0], [0.0, 0.0, 0.0], [0.0, 0.0, 0.0], [0.0, 0.0, 0.0], [0.0, 0.0, 0.0], [0.0, 0.0, 0.0], [0.0, 0.0, 0.0], [0.0, 0.0, 0.0], [0.0, 0.0, 0.0], [0.0, 0.0, 0.0], [0.0, 0.0, 0.0], [0.0, 0.2, 0.0], [0.0, -0.3, -0.3], [0.4, -0.2, 0.2], [0.0, 0.1, 0.1], [0.0, 0.0, 0.0], [0.0, 0.0, 0.0], [0.0, 0.0, 0.1], [0.0, 0.0, 0.0], [0.0, 0.0, 0.0], [0.0, 0.0, 0.0]], "lowdin_charge": [0.88, -0.02, -0.13, -0.01, -0.40, -0.02, -0.10, -0.16, -0.09, -0.39, -0.04, -0.13, -0.01, -0.02, 0.10, 0.08, 0.11, 0.10, 0.10, 0.09, 0.15, 0.13, 0.15, 0.13, 0.09, 0.11, 0.10, 0.08, 0.10, 0.11, -0.04, -0.09, -0.41, -0.04, 0.10, 0.10, 0.07, 0.09, 0.09, 0.08], "total_charge": 1, "energy_ha": -953.0653, "lumo_ev": [-2.9, -3.2], "homo_ev": [-11.0, -11.3], "max_force_ev_per_a": 0.786, "spin_multiplicity": 1}